Record 1
97
Properties=species:S:1:pos:R:3:lowdin_spin:R:1 method="wB97M-V/def2-TZVPD" e_lumo_ha="0.0220 / -0.0291" s2=8.777 spin_multiplicity=6 total_energy_ev=-84634.298 mol_weight_g_mol=825.956 relative_energy_kcal_mol=0.0 homo_lumo_gap_ev="7.036 / 6.888"
Ru -0.3842 -0.4523 -0.2889 3.352
S -0.4825 1.2837 -1.9471 0.279
P 1.6015 0.5483 1.1561 0.104
P 0.4963 3.3367 1.1088 0.004
F 3.0538 -5.4966 -1.7617 0.009
N 1.7002 2.1896 1.5241 0.024
C -2.4409 0.1897 0.6782 0.051
C -2.7803 -0.9538 -0.1053 0.135
C 0.6436 3.7223 3.8902 0.000
C 0.2100 0.4604 -3.3561 0.043
C 2.4793 -3.2323 -2.0483 0.002
C 2.6670 0.3524 3.7646 0.005
C 1.9447 0.3033 -5.0290 0.001
C -1.4754 -2.6093 2.9936 0.016
C 1.3656 -0.8527 -5.5373 0.016
C 0.4567 4.3294 2.6508 0.000
C 1.7512 -1.6574 2.8148 0.005
C 2.6301 5.0831 0.4511 0.000
C 1.3698 0.9584 -3.9512 0.019
C 0.1684 5.7969 5.0110 0.000
C 4.3581 1.0190 -1.7972 0.000
C 1.3141 -4.6113 -0.4461 0.001
C 1.0595 4.5956 -1.3025 0.003
C -2.7369 -3.5183 0.1966 0.018
C 2.2795 -4.4419 -1.4184 0.026
C -0.3817 -0.6832 -3.8891 0.023
C 3.3919 5.8280 -0.4331 0.001
C 2.0841 -2.3546 3.9676 0.000
C 5.2104 -0.0658 -1.6372 0.004
C 0.1070 5.6794 2.6094 0.000
C 1.8203 5.3488 -2.1899 0.001
C 0.1966 -1.3365 -4.9675 0.000
C 3.9413 -0.7785 0.2769 0.004
C -1.4323 0.5594 3.0417 0.016
C -1.8778 -1.7178 1.8588 0.147
C 0.6677 -2.2668 -0.7136 0.143
C -2.4491 -2.1229 0.6478 0.163
C 2.7006 -1.6972 5.0224 0.003
C 1.4609 4.4527 0.0219 0.001
C 0.5054 4.4532 5.0631 0.000
C 5.0014 -0.9616 -0.5995 0.000
C 3.2976 1.2043 -0.9258 0.004
C 2.9867 5.9595 -1.7573 0.000
C 2.9881 -0.3423 4.9210 0.000
C 2.0501 -0.3018 2.7015 0.012
C -2.9280 1.5850 0.4283 0.008
C -3.5416 -0.9565 -1.3936 0.018
C 1.6745 -2.1591 -1.6862 0.064
C -0.0346 6.4078 3.7799 0.000
C 0.5201 -3.5218 -0.1115 0.047
C -1.8404 -0.2898 1.8796 0.153
C 3.0833 0.3061 0.1210 0.008
H 2.9524 -2.2371 5.9261 0.000
H -0.2358 -3.6648 0.6493 0.003
H 1.8502 -3.4089 4.0431 0.000
H 2.8513 0.6968 -5.4722 0.000
H 2.6321 2.5502 1.7064 0.003
H 0.1619 4.0952 -1.6447 0.003
H -0.5355 0.1777 3.5328 0.001
H -3.9314 1.7087 0.8473 0.002
H 1.2550 -2.1651 1.9952 0.002
H 1.8187 -1.3668 -6.3749 0.001
H 3.2488 -3.1324 -2.8029 0.000
H -2.9823 1.8010 -0.6387 0.001
H -2.3560 -3.0257 3.4907 0.006
H 0.0624 6.3673 5.9245 0.000
H 0.8963 2.6695 3.9379 0.000
H -0.9048 -2.0624 3.7431 0.000
H 1.1898 -5.5773 0.0263 0.000
H -3.2564 -1.8057 -2.0175 0.002
H -4.6174 -1.0381 -1.2078 0.006
H 2.6256 2.0449 -1.0614 0.001
H -1.2352 1.5860 2.7279 0.001
H 2.9388 5.0005 1.4882 0.000
H -0.2684 -2.2338 -5.3561 0.000
H -1.2889 -1.0707 -3.4413 0.002
H -2.2342 -3.7504 -0.7457 0.005
H 1.8213 1.8580 -3.5519 0.002
H -2.2251 0.5981 3.7953 0.007
H 3.7817 -1.4867 1.0790 0.000
H 1.5010 5.4527 -3.2189 0.000
H -3.3643 -0.0439 -1.9621 0.002
H 1.8577 -1.2136 -2.1852 0.008
H 3.4650 0.1743 5.7440 0.000
H -2.2781 2.3324 0.8804 0.000
H -0.2995 7.4562 3.7312 0.000
H -3.8094 -3.6606 0.0381 0.006
H 0.6595 3.9683 6.0188 0.000
H -2.4130 -4.2511 0.9358 0.000
H -0.0457 6.1680 1.6538 0.000
H 4.2994 6.3103 -0.0927 0.000
H 3.5819 6.5430 -2.4480 0.000
H 4.5159 1.7208 -2.6067 0.000
H -0.8642 -3.4542 2.6678 0.003
H 5.6606 -1.8106 -0.4729 0.000
H 2.8914 1.4097 3.6957 0.001
H 6.0354 -0.2132 -2.3223 0.000

Record 2
112
Properties=species:S:1:pos:R:3:lowdin_spin:R:1 method="wB97M-V/def2-TZVPD" total_charge=+3 e_lumo_ha="-0.2530 / -0.3261" s2=6.015 spin_multiplicity=5 total_energy_ev=-146903.370 mol_weight_g_mol=1206.414 homo_lumo_gap_ev="8.744 / 6.749"
Os 1.4649 0.0187 0.6846 2.897
S -0.9648 1.9384 -0.0414 0.062
S 3.8566 3.9891 1.1456 0.007
S -0.8573 -2.1092 -0.5124 0.082
S 0.7597 0.4722 5.4812 0.013
S -2.4577 -0.0203 -1.4340 0.002
P 5.0713 -0.7888 0.6557 0.009
P 3.2219 -2.6936 1.9089 0.015
O 2.1328 -1.6213 1.6426 0.102
O 3.6065 -3.3616 0.4859 0.003
O 4.3166 -0.6147 3.1756 0.000
O 5.9007 0.5177 0.9688 0.002
O 6.0758 -1.6663 -0.1826 0.005
O 2.8631 -3.7153 2.8966 0.001
O 3.8205 -0.4202 -0.0679 0.099
N -2.2315 0.9771 -0.2513 0.017
N -2.2054 -1.5229 -1.1483 0.007
N 2.6865 1.7610 1.2246 0.015
N 0.0274 -1.1178 0.1389 0.192
N 1.1446 0.4385 2.9931 0.143
N 0.4466 1.4478 -0.1229 0.169
C -0.4039 1.6898 -5.0621 0.000
C -6.8476 0.0651 -2.3143 0.000
C -1.0048 3.8904 1.8364 0.004
C -0.1864 -4.5069 -3.6392 0.002
C -1.6967 2.0856 -4.7412 0.001
C -0.1764 4.7792 -2.7484 0.000
C -2.3432 1.5318 -3.6492 0.000
C -2.4007 3.8262 -1.3558 0.000
C 1.3152 -2.8738 -1.9342 0.004
C -6.3432 0.8889 -1.3186 0.000
C 3.1317 3.5354 2.6185 0.000
C -0.0605 -2.9922 -1.8067 0.021
C -4.1751 0.0148 -1.7497 0.001
C 1.6773 1.7428 4.8038 0.005
C 5.8596 -2.4096 2.8278 0.001
C -4.9862 0.8769 -1.0266 0.000
C 0.5553 -0.2453 3.9499 0.012
C -1.4675 -3.3227 0.5916 0.013
C 3.3433 2.5573 0.3982 0.013
C -2.2582 -5.2725 2.3392 0.001
C 1.7869 1.5634 3.4675 0.008
C -1.4262 5.3541 -2.9345 0.001
C -1.2083 4.3571 3.1269 0.000
C -1.8837 1.7145 2.5058 0.004
C -1.7405 3.5160 4.0949 0.003
C -2.8287 -3.5276 0.7810 0.002
C -2.5353 4.8834 -2.2380 0.000
C 4.6884 -1.6325 2.2459 0.004
C -1.1400 3.2606 -1.1857 0.003
C -3.2154 -4.5179 1.6736 0.001
C -6.0122 -0.7933 -3.0247 0.000
C 2.5388 2.3293 2.4821 0.004
C -0.0190 3.7262 -1.8579 0.004
C -0.8997 -5.0513 2.1304 0.000
C 1.9393 -3.5860 -2.9493 0.000
C -2.0756 2.2009 3.7882 0.000
C -0.4891 -4.0715 1.2450 0.003
C 3.6054 2.3298 -1.0525 0.004
C -1.6641 0.5810 -2.8900 0.001
C 0.2571 0.7402 -4.2928 0.001
C -0.8302 -3.8039 -2.6372 0.004
C -4.6586 -0.8308 -2.7462 0.000
C -0.1756 -1.5260 3.7438 0.000
C -1.3543 2.5765 1.5509 0.015
C -0.3679 0.1781 -3.1919 0.002
C 1.1928 -4.3940 -3.7952 0.000
H -3.9974 -1.4945 -3.2881 0.000
H -0.1564 -5.6388 2.6530 0.000
H -0.4345 -1.6312 2.6946 0.000
H -4.2672 -4.7035 1.8436 0.000
H 2.1099 2.5158 5.4184 0.001
H 0.6787 5.1570 -3.2926 0.000
H 0.9428 3.2610 -1.6935 0.001
H 6.3404 -3.0364 2.0778 0.000
H -4.5778 1.4881 -0.2365 0.000
H 0.1502 -0.5589 -2.5944 0.001
H 1.2576 0.4252 -4.5574 0.000
H 1.6878 -4.9484 -4.5814 0.000
H -0.6000 4.5421 1.0727 0.000
H 3.3752 -0.4225 3.0722 0.000
H -0.9663 5.3830 3.3702 0.000
H -2.5736 -6.0469 3.0259 0.000
H -7.0053 1.5379 -0.7620 0.000
H 6.5989 -1.7161 3.2297 0.000
H -3.5592 -2.9376 0.2486 0.000
H -3.2537 3.4579 -0.8033 0.000
H -2.1560 0.7000 2.2455 0.000
H 5.6757 -2.4349 -0.6114 0.000
H -1.9122 3.8925 5.0950 0.000
H -2.5069 1.5609 4.5468 0.000
H -2.2113 2.8154 -5.3515 0.000
H 3.6288 -4.3238 0.5927 0.000
H -1.5383 6.1832 -3.6207 0.000
H 3.8664 3.2680 -1.5395 0.000
H 5.5088 -3.0435 3.6409 0.000
H -7.9060 0.0848 -2.5379 0.000
H -1.0784 -1.5695 4.3530 0.000
H 6.7845 0.3987 1.3427 0.000
H -1.9005 -3.8906 -2.4989 0.000
H 0.5672 -3.8868 1.0946 0.001
H 0.4624 -2.3698 4.0181 0.000
H -3.5031 5.3448 -2.3817 0.000
H 0.0866 2.1156 -5.9275 0.000
H 3.0112 -3.5118 -3.0749 0.000
H -6.4193 -1.4347 -3.7942 0.000
H 1.8931 -2.2609 -1.2563 0.004
H 3.1707 4.1668 3.4912 0.000
H -0.7565 -5.1479 -4.2977 0.000
H 4.4207 1.6244 -1.1841 0.001
H -3.3542 1.8287 -3.4057 0.000
H 2.7214 1.9113 -1.5368 0.002

Record 3
107
Properties=species:S:1:pos:R:3:lowdin_spin:R:1 method="wB97M-V/def2-TZVPD" total_charge=+2 e_lumo_ha="-0.2135 / -0.2045" s2=6.046 spin_multiplicity=5 total_energy_ev=-178287.675 mol_weight_g_mol=929.735 homo_lumo_gap_ev="6.864 / 7.206"
Br -6.2033 -4.1359 0.3524 0.002
Mn -0.0271 -0.1397 -0.4431 3.805
P 0.0671 -0.4858 3.4271 0.004
O 1.6406 3.4212 -4.9734 0.000
O 0.6286 -0.3550 -2.6862 0.056
O 0.2740 3.4903 -0.4532 0.005
O 0.2714 -0.3217 1.9452 0.037
O -1.7918 -0.2276 -0.7588 0.059
N 0.3887 1.5714 -1.6142 -0.003
N 1.9304 -0.3871 -0.1152 -0.023
N 1.0630 1.5368 -3.8782 0.002
N -0.0553 -2.1416 -0.1265 -0.018
N -2.0869 2.1494 0.7654 0.005
N -2.8122 4.0590 2.4088 0.000
C -1.3277 -1.5777 3.7684 0.000
C 0.4848 2.2062 3.5039 0.000
C 0.6822 0.8797 -2.7482 0.006
C 1.1766 2.9243 -3.9838 0.001
C -2.9413 1.6580 1.8244 0.000
C 2.2883 -1.7037 -0.0033 0.003
C 3.9364 -3.4763 0.1853 0.001
C -3.5850 2.8022 2.6492 0.000
C 3.6376 -2.2322 5.6661 0.000
C -1.7751 3.1932 -3.6713 0.000
C 3.7443 -1.9856 4.3053 0.000
C -2.0879 -3.8663 3.6721 0.000
C -0.7399 2.6697 5.9583 0.000
C -2.8633 4.4996 0.9730 0.000
C 0.6345 3.7295 -2.8098 -0.001
C 1.5828 -3.9969 0.0503 0.000
C -0.1612 3.7215 5.2598 0.000
C 4.6139 -1.0802 0.1065 0.008
C -4.0425 -0.8603 -0.9839 0.004
C 2.6617 -1.4742 3.6032 0.000
C -2.6846 3.2690 0.0625 0.000
C -0.7662 4.2595 -3.2373 0.000
C -5.0584 -1.7535 -0.7261 0.000
C -1.1046 -2.8308 0.1716 0.012
C 4.2313 0.2292 0.0154 -0.001
C 0.4385 2.9283 -1.5324 0.003
C 3.6337 -2.0977 0.1034 -0.001
C 1.3481 -1.5085 5.6308 0.000
C 0.4544 3.4909 4.0308 0.000
C -2.7228 -1.1437 -0.6122 0.003
C -0.7207 1.3853 5.4280 0.000
C -3.4995 -3.2965 0.2328 0.003
C 1.5596 4.9260 -2.5540 0.000
C 2.8691 0.5358 -0.0956 0.007
C -0.1144 1.1494 4.1959 0.001
C 2.9305 -4.3975 0.1499 -0.001
C -1.0747 -2.9325 3.5267 0.000
C -3.6139 -2.1148 4.2999 0.000
C -2.4455 -2.4098 -0.0512 0.008
C 2.9622 4.5193 -2.1067 0.000
C 1.4687 -1.2230 4.2696 0.001
C -4.7867 -2.9655 -0.0797 0.008
C 1.2558 -2.6679 -0.0048 -0.001
C -2.6029 -1.1742 4.1514 0.000
C -3.3592 -3.4568 4.0612 0.000
C 2.4334 -2.0111 6.3277 0.000
H 0.9974 2.0035 2.5704 0.000
H -3.5731 2.5816 3.7145 0.000
H -6.0745 -1.5246 -1.0201 0.000
H -4.2429 0.0804 -1.4831 0.000
H 1.6250 5.4892 -3.4836 0.000
H 2.7363 -1.2671 2.5416 0.000
H 0.4044 -1.3440 6.1409 0.000
H -3.7502 1.0655 1.3878 0.000
H 5.6607 -1.3518 0.1805 0.000
H 4.9718 -3.7844 0.2630 0.000
H -2.0537 3.5433 -0.7739 0.000
H -3.8187 4.9927 0.8036 0.000
H -1.1607 0.5656 5.9853 0.000
H -2.7484 3.6534 -3.8430 0.000
H 2.3442 -2.2347 7.3831 0.000
H 0.9513 4.3023 3.5106 0.000
H 3.5888 5.4041 -2.0007 0.000
H 3.1621 -5.4538 0.1918 0.000
H 2.9367 4.0088 -1.1395 0.000
H -3.1676 4.8042 3.0034 0.000
H -1.1811 2.8504 6.9312 0.000
H -4.1452 -4.1887 4.1966 0.000
H -1.1297 2.3381 1.0391 0.001
H 1.3457 0.9807 -4.6735 0.000
H -3.6529 2.9445 -0.3275 0.000
H -1.4718 2.7200 -4.6064 0.000
H 2.5397 1.5650 -0.1697 0.000
H 1.0981 5.5582 -1.7964 0.000
H 4.4974 -2.5907 6.2180 0.000
H -0.0747 -3.2474 3.2436 0.000
H -1.8838 -4.9168 3.5005 0.000
H -0.9832 -3.8233 0.5999 -0.001
H -3.2821 -4.2545 0.6908 0.000
H -1.1626 4.8343 -2.3971 0.000
H 4.9563 1.0309 0.0151 0.000
H 0.8143 -4.7574 -0.0100 0.000
H -1.8480 3.8943 2.6912 0.000
H -2.8139 -0.1293 4.3516 0.000
H -0.1689 4.7197 5.6818 0.000
H 4.6743 -2.1927 3.7898 0.000
H -0.6020 4.9545 -4.0612 0.000
H -2.0621 5.2202 0.8183 0.000
H -2.3586 0.9967 2.4571 0.000
H -4.6133 2.9858 2.3459 0.000
H -1.9010 2.4106 -2.9174 0.000
H -4.5998 -1.7996 4.6174 0.000
H 3.4386 3.8657 -2.8414 0.000

Record 4
107
Properties=species:S:1:pos:R:3:mulliken_charge:R:1 method="wB97M-V/def2-TZVPD" total_charge=-1 e_lumo_ha=0.0850 total_energy_ev=-116364.609 mol_weight_g_mol=968.615 relative_energy_kcal_mol=0.0 homo_lumo_gap_ev=8.183
Y 0.0712 0.0106 -0.2961 -1.048
Cl -1.2369 -3.1814 3.5375 -0.198
Cl 3.6852 -5.3498 3.7189 -0.254
Cl 2.6045 -1.3866 0.2123 -0.199
Cl 4.0092 1.2953 -8.6167 -0.261
O 2.3877 3.3111 -3.3503 -0.149
O -0.2634 3.8865 1.9540 -0.817
O -0.7223 1.7261 -3.2058 -0.615
O -0.0402 -1.4515 1.4073 0.358
O -3.7515 -0.2941 -2.4759 -0.763
O 1.0669 1.1419 -1.9976 -1.028
N -1.7491 1.4819 -0.1693 0.673
N -1.8429 -0.9401 -1.3283 2.120
N 0.4735 1.8056 1.2516 2.789
C -3.4420 -2.4134 1.0818 -1.014
C -0.5220 2.0731 4.6543 -1.545
C -2.9769 -3.1007 -1.2671 0.398
C -2.8338 -0.1036 -1.6833 -0.504
C 1.7908 2.1480 -5.3970 -0.579
C -0.9462 -4.2164 -2.8195 -0.604
C 4.0062 3.0651 -5.0232 0.775
C 0.3875 1.9448 -2.7423 1.484
C -2.7267 3.4893 0.6058 -0.911
C -4.0237 -2.5268 -0.3287 1.771
C -5.3354 -3.3099 -0.2961 -2.214
C 3.4887 1.8896 -7.0596 0.158
C 2.6908 1.4081 4.1952 -0.765
C 2.5765 -4.1951 3.0308 0.314
C -1.6686 2.5988 0.5532 -0.090
C -1.9234 -2.2956 -1.7348 -0.512
C 2.9152 2.9050 0.1803 3.151
C -0.3847 2.8282 1.3350 -0.506
C 1.2723 -4.1368 3.4929 -0.649
C 0.2292 0.9081 4.0001 1.768
C 1.0158 3.3251 -2.9787 -1.497
C -0.8975 -2.8599 -2.5085 0.695
C 0.4023 -0.2233 5.0137 -2.045
C 1.6233 1.8502 2.0869 -0.719
C 3.8960 1.8797 3.6988 -1.269
C -3.8636 3.2026 -0.1370 -0.570
C -0.2616 -1.3197 -4.3694 -1.296
C 4.9627 3.8359 -4.1616 -1.268
C -1.9874 -5.0101 -2.3801 -1.418
C -3.9177 2.0539 -0.9121 -1.157
C 3.0050 -3.3520 2.0229 -0.867
C 0.7565 -2.3259 1.9234 -1.319
C 4.1148 2.3758 -0.6030 -1.015
C 2.9057 4.4336 0.2153 -1.751
C 2.1951 1.6721 -6.6392 -0.966
C -2.8230 1.2059 -0.9070 0.478
C 0.2151 -2.0043 -3.0861 3.648
C 0.3895 -3.2249 2.9482 0.635
C 2.8332 2.3331 1.5794 0.409
C 4.3871 2.5843 -6.2640 -0.785
C 2.0942 -2.4564 1.5034 1.110
C -2.9916 -4.4467 -1.6088 -0.607
C 1.5436 1.3837 3.4101 0.872
C 1.5311 -2.7455 -3.3167 -2.145
C 2.6927 2.8297 -4.5880 0.847
C 3.9590 2.3388 2.3971 -0.850
H 1.0340 -1.0239 4.6247 0.429
H -4.2771 -1.5281 -0.6857 -0.093
H 2.0141 4.8010 0.7255 0.402
H 5.3944 2.7569 -6.6198 0.374
H 4.1793 1.2889 -0.5364 0.268
H -0.4841 -2.0777 -5.1243 0.423
H 0.5100 -0.6515 -4.7582 0.111
H -3.7970 -5.0756 -1.2590 0.285
H 0.0468 2.4431 5.5116 0.340
H 2.6447 1.0509 5.2142 0.263
H 4.0054 2.6448 -1.6520 -0.392
H 5.2491 3.2634 -3.2802 0.230
H -2.0159 -6.0632 -2.6290 0.362
H -1.4974 1.7404 5.0160 0.397
H -2.5072 -1.8519 1.0930 -0.138
H -4.7706 1.7919 -1.5202 0.591
H 1.4997 1.1322 -7.2660 0.447
H 3.7798 4.8105 0.7522 0.423
H -0.3772 0.5236 3.1752 -0.769
H 4.8933 2.7245 2.0091 0.352
H 2.3156 -2.0259 -3.5570 0.384
H -5.2170 -4.2873 0.1753 0.393
H 1.4598 -3.4385 -4.1563 0.478
H 4.7764 1.8953 4.3290 0.393
H 4.0182 -3.3910 1.6520 0.467
H 0.9377 -4.8008 4.2766 0.454
H 5.0569 2.7899 -0.2376 0.560
H -4.7095 3.8784 -0.1128 0.418
H -2.6268 4.3735 1.2177 0.585
H -0.5698 -0.6497 5.2625 0.426
H 1.8379 -3.3087 -2.4337 0.454
H 2.9302 4.8381 -0.7992 0.340
H -0.1594 -4.6549 -3.4166 0.290
H 0.4198 3.8517 -3.7269 0.313
H -6.0706 -2.7575 0.2922 0.512
H 0.4541 -1.1879 -2.3940 -1.798
H -0.6628 2.9025 3.9634 0.310
H 4.5065 4.7581 -3.8013 0.269
H 2.0237 2.5840 -0.3578 -1.555
H -3.2322 -3.4087 1.4815 0.389
H -4.1488 -1.9215 1.7546 0.337
H 0.9813 3.8730 -2.0342 0.332
H 5.8654 4.0813 -4.7192 0.423
H -5.7423 -3.4556 -1.2970 0.426
H 0.8465 0.1370 5.9434 0.434
H -1.1582 -0.7306 -4.1842 0.306
H 0.7766 1.9671 -5.0732 0.671